{"formula": "ClH4N2OP", "method": "ωB97M-V/def2-TZVPD", "elements": ["O", "P", "N", "Cl", "H", "N", "H", "H", "H"], "positions_angstrom": [[1.871, 0.925, 1.622], [0.558, 0.911, 2.239], [-0.448, 0.893, 0.909], [-2.147, 0.481, 0.878], [-0.099, 0.985, -0.032], [0.337, -0.818, -1.448], [0.227, -1.250, -0.567], [0.328, -1.605, -2.064], [-0.627, -0.523, -1.537]], "forces_ev_per_a": [[1.571, 0.233, -0.195], [-1.217, -0.245, 0.306], [-1.591, -0.166, 0.020], [0.963, 0.355, 0.232], [0.364, -0.074, -0.260], [-0.762, 0.551, -0.429], [0.608, -0.708, 1.615], [0.486, -0.585, -0.775], [-0.422, 0.641, -0.515]], "lowdin_charge": [-0.49, 0.70, -0.72, 0.49, 0.00, 0.02, -0.02, 0.01, -0.01], "charge": 0, "relative_energy_ev": 3.091, "gap_ev": 10.3, "molar_mass_g_mol": 114.47, "smiles": "O=PNCl.N", "energy_ev": -26903.28038}